[1]
Below is an isolated molecule of C5H10O, with properties calculated with ωB97M-V/def2-TZVPD.

As for the molar mass: 86.134 g/mol. The value obtained for the HOMO-LUMO gap is 8.914 eV. For the lowest unoccupied orbital energy, the calculation gives 0.02619 Eh. For the energy above the lowest of the compared OMol25 structures with the same formula, charge and spin, the calculation gives 3.579 eV.

Structure (XYZ):
```
16
Properties=species:S:1:pos:R:3:mulliken_charge:R:1
C 0.35 0.45 -1.39 -1.409
C 0.83 -0.24 -0.11 0.995
C 1.37 -1.64 -0.31 -1.389
C -0.15 -0.26 1.04 -0.693
O -1.31 0.13 0.54 -0.110
C -1.88 1.12 1.38 -0.602
H -0.01 1.47 -1.18 0.309
H -0.49 -0.09 -1.84 0.308
H 1.16 0.52 -2.12 0.412
H 1.63 0.38 0.35 0.209
H 0.59 -2.27 -0.75 0.335
H 1.66 -2.08 0.66 0.384
H 2.24 -1.64 -0.97 0.362
H -2.10 0.74 2.38 0.312
H -1.13 1.91 1.45 0.322
H -2.75 1.50 0.85 0.255
```

***

[2]
Below is a cluster of 12 separate species, C39H93F6N11O9P in total in a non-equilibrium geometry, with properties calculated with ωB97M-V/def2-TZVPD.

As for the molar mass: 1005.203 g/mol. As for the net charge: -1. The value obtained for the HOMO-LUMO gap is 7.643 eV. For the lowest unoccupied orbital energy, the calculation gives 0.06903 Eh. For the energy above the lowest of the compared OMol25 structures with the same formula, charge and spin, the calculation gives 4.054 eV.

Structure (XYZ):
```
159
Properties=species:S:1:pos:R:3:mulliken_charge:R:1
P -0.48 -0.79 -0.59 2.148
F 0.57 0.14 0.26 -0.421
F -0.96 -1.50 0.81 -0.267
F -1.65 0.40 -0.43 -0.500
F -1.51 -1.67 -1.50 -0.502
F 0.04 -0.14 -2.00 -0.263
F 0.65 -1.93 -0.68 -0.638
C -1.96 3.80 6.68 -1.350
C -0.77 3.98 5.77 -0.510
N -0.44 2.74 5.04 0.283
C -1.33 2.46 3.89 0.147
C -1.17 1.04 3.44 0.039
C 0.99 2.50 4.88 -0.632
C 1.61 3.34 3.68 -0.928
H -2.95 3.92 6.24 0.285
H -1.85 4.53 7.48 0.420
H -2.05 2.89 7.28 0.318
H -0.84 4.78 5.04 0.320
H 0.06 4.23 6.42 0.450
H -2.37 2.58 4.21 0.049
H -1.25 3.21 3.09 0.029
H -1.22 0.33 4.26 0.320
H -1.92 0.78 2.69 -0.250
H -0.21 0.92 2.93 -0.502
H 1.19 1.45 4.67 -0.007
H 1.56 2.70 5.78 0.423
H 1.40 4.40 3.80 0.450
H 1.29 3.22 2.65 -0.015
H 2.69 3.25 3.67 0.539
C -4.34 4.16 -6.11 -1.408
C -4.48 2.68 -6.40 -0.239
N -4.18 1.77 -5.24 0.045
C -2.73 1.97 -4.90 -0.563
C -2.27 1.20 -3.71 -0.513
C -4.44 0.42 -5.58 0.060
C -5.96 0.15 -5.53 -1.522
H -4.55 4.77 -6.98 0.417
H -3.32 4.41 -5.82 0.326
H -4.91 4.47 -5.23 0.348
H -5.50 2.67 -6.77 0.278
H -3.77 2.47 -7.20 0.339
H -2.06 1.78 -5.75 0.301
H -2.57 3.01 -4.64 0.323
H -2.98 1.39 -2.90 0.272
H -2.26 0.12 -3.87 -0.358
H -1.33 1.67 -3.45 0.396
H -4.05 -0.29 -4.85 0.196
H -4.13 0.23 -6.61 0.195
H -6.34 0.36 -4.53 0.333
H -6.15 -0.92 -5.62 0.434
H -6.52 0.72 -6.27 0.336
C 0.39 -3.86 -5.77 -0.081
O 1.45 -4.11 -5.15 -0.415
N -0.64 -3.02 -5.47 0.280
C -1.76 -2.80 -6.44 -0.881
C -0.57 -2.16 -4.31 0.043
H 0.22 -4.37 -6.73 0.203
H -1.50 -1.93 -7.04 0.317
H -2.71 -2.71 -5.91 0.264
H -1.80 -3.64 -7.13 0.319
H -1.48 -2.19 -3.70 0.044
H 0.33 -2.34 -3.72 -0.525
H -0.48 -1.15 -4.71 0.377
C 5.55 1.55 1.79 -0.065
O 6.76 1.74 1.81 -0.712
N 4.81 1.12 2.80 0.386
C 3.54 0.45 2.57 0.262
C 5.40 0.98 4.12 -1.033
H 4.91 1.70 0.90 0.549
H 2.95 0.83 3.41 -0.422
H 3.64 -0.62 2.74 0.058
H 3.09 0.63 1.59 0.076
H 6.38 1.43 4.26 0.333
H 4.69 1.40 4.83 0.258
H 5.52 -0.09 4.31 0.328
C 2.52 -2.76 5.06 0.089
O 2.68 -1.58 5.33 -0.545
N 1.78 -3.14 4.02 0.258
C 1.78 -4.57 3.62 -0.943
C 0.98 -2.27 3.10 -0.141
H 2.93 -3.64 5.58 0.283
H 2.12 -5.32 4.33 0.407
H 2.27 -4.55 2.65 0.240
H 0.73 -4.84 3.63 0.333
H 1.36 -2.37 2.09 -0.194
H -0.06 -2.56 2.97 0.492
H 1.00 -1.21 3.35 -0.275
C 1.75 3.35 -0.31 0.271
O 2.87 3.02 -0.75 -0.713
N 1.41 4.68 -0.05 0.387
C 0.15 5.04 0.61 -0.615
C 2.20 5.79 -0.65 -1.097
H 0.98 2.60 -0.04 0.217
H 0.19 5.75 1.44 0.343
H -0.31 4.11 0.94 -0.266
H -0.51 5.60 -0.05 0.458
H 2.34 6.65 0.00 0.309
H 3.12 5.45 -1.11 0.296
H 1.61 6.14 -1.50 0.366
C -3.80 -3.25 0.81 0.503
O -3.86 -4.43 0.51 -0.686
N -4.61 -2.62 1.66 0.049
C -4.32 -1.22 2.01 -0.494
C -5.53 -3.28 2.59 -1.072
H -3.09 -2.56 0.33 0.021
H -3.87 -1.21 3.01 0.354
H -5.26 -0.69 2.18 0.352
H -3.71 -0.70 1.27 -0.221
H -6.53 -2.88 2.38 0.337
H -5.58 -4.34 2.34 0.370
H -5.31 -3.09 3.64 0.309
C 1.09 -4.86 -1.73 0.227
O 1.95 -5.22 -2.61 -0.642
N 1.04 -5.31 -0.48 0.307
C 2.04 -6.16 0.08 -1.011
C -0.09 -4.94 0.41 -0.949
H 0.25 -4.18 -1.94 0.287
H 1.53 -6.97 0.61 0.346
H 2.54 -5.53 0.82 0.203
H 2.74 -6.60 -0.63 0.297
H -0.99 -4.50 -0.03 0.407
H -0.42 -5.86 0.90 0.419
H 0.31 -4.22 1.12 0.151
C -3.86 4.94 1.68 0.014
O -3.18 5.44 0.77 -0.593
N -4.18 3.65 1.79 0.376
C -5.15 3.25 2.79 -1.005
C -3.57 2.64 0.89 -0.784
H -4.29 5.62 2.43 0.332
H -5.82 2.52 2.34 0.351
H -5.78 4.03 3.23 0.365
H -4.72 2.71 3.63 0.287
H -4.34 2.36 0.17 0.610
H -2.65 2.85 0.36 0.158
H -3.28 1.73 1.42 -0.061
C 3.13 -1.97 -2.86 0.381
O 3.26 -3.03 -3.52 -0.655
N 3.95 -0.86 -2.89 0.515
C 5.14 -0.87 -3.66 -1.165
C 3.62 0.37 -2.28 -0.822
H 2.27 -1.84 -2.19 0.038
H 5.16 -0.16 -4.49 0.324
H 5.51 -1.83 -4.02 0.315
H 5.98 -0.61 -3.01 0.356
H 2.59 0.43 -1.93 -0.120
H 4.25 0.60 -1.43 0.163
H 3.72 1.22 -2.96 0.442
C 5.76 -3.80 -0.89 0.075
O 5.17 -4.87 -1.15 -0.557
N 5.25 -2.79 -0.19 0.399
C 3.97 -2.83 0.52 -0.231
C 6.09 -1.59 0.09 -0.598
H 6.77 -3.60 -1.28 0.280
H 3.37 -3.66 0.17 -0.441
H 3.42 -1.92 0.28 -0.138
H 3.95 -2.75 1.61 0.602
H 7.06 -1.60 -0.42 0.373
H 5.49 -0.73 -0.20 -0.122
H 6.50 -1.41 1.09 0.325
```

***

[3]
Below is a cluster of 10 separate species, C37H91N3O17 in total in a non-equilibrium geometry, with properties calculated with ωB97M-V/def2-TZVPD.

As for the SMILES: CNC(C)=O.CNC(C)=O.CNC(C)=O.COCCOC.COCCOC.COCCOC.COCCOC.COCCOC.COCCOC.COCCOC. As for the molar mass: 850.139 g/mol. The value obtained for the HOMO-LUMO gap is 9.495 eV. For the lowest unoccupied orbital energy, the calculation gives 0.02080 Eh. For the energy above the lowest of the compared OMol25 structures with the same formula, charge and spin, the calculation gives 0.887 eV.

Structure (XYZ):
```
148
Properties=species:S:1:pos:R:3:mulliken_charge:R:1
C -28.06 -13.07 -8.40 -1.009
N -28.54 -12.15 -9.47 0.345
C -29.04 -12.72 -10.56 0.798
C -29.68 -11.87 -11.61 -0.902
O -29.02 -13.95 -10.76 -0.718
H -27.59 -13.93 -8.85 0.404
H -28.87 -13.45 -7.75 0.356
H -27.42 -12.47 -7.78 0.157
H -28.57 -11.14 -9.28 0.292
H -29.38 -12.22 -12.59 0.327
H -29.44 -10.82 -11.49 0.081
H -30.76 -11.94 -11.52 0.295
C -27.56 -6.05 -10.80 -0.557
N -28.01 -7.18 -9.94 0.338
C -27.84 -8.49 -10.13 0.432
C -27.00 -8.94 -11.29 -0.227
O -28.38 -9.30 -9.34 -0.843
H -26.47 -6.15 -11.00 -0.064
H -27.80 -5.17 -10.21 0.150
H -28.14 -6.05 -11.72 0.244
H -28.56 -6.96 -9.11 0.039
H -27.54 -8.84 -12.21 0.563
H -26.83 -10.04 -11.15 -0.356
H -26.16 -8.29 -11.39 0.010
C -22.03 -9.27 -5.60 -1.262
N -23.02 -9.50 -6.64 0.528
C -23.78 -8.47 -7.12 0.044
C -24.73 -8.80 -8.22 1.702
O -23.61 -7.32 -6.69 -0.750
H -21.45 -10.12 -5.40 0.276
H -22.59 -8.94 -4.69 0.266
H -21.45 -8.39 -5.95 0.345
H -23.00 -10.41 -7.05 -0.211
H -24.19 -8.58 -9.16 -0.755
H -25.52 -8.04 -8.14 -0.496
H -25.08 -9.85 -8.31 0.058
C -21.95 -8.48 -11.50 -0.792
O -23.37 -8.89 -11.49 0.253
C -23.46 -10.21 -11.93 -1.135
C -22.96 -11.20 -10.89 0.091
O -23.33 -12.49 -11.23 -0.434
C -24.59 -12.77 -10.90 -0.759
H -21.92 -7.39 -11.38 0.197
H -21.58 -8.71 -12.55 0.368
H -21.30 -9.03 -10.79 0.088
H -22.82 -10.35 -12.82 0.228
H -24.48 -10.41 -12.23 0.448
H -23.31 -10.88 -9.89 0.272
H -21.87 -11.15 -10.82 0.318
H -24.76 -12.59 -9.78 0.156
H -24.77 -13.80 -11.18 0.380
H -25.25 -12.11 -11.35 0.268
C -19.41 -11.88 -7.74 -0.624
O -20.69 -12.36 -7.31 -0.090
C -21.38 -13.16 -8.24 -0.441
C -22.76 -13.54 -7.69 -0.814
O -23.52 -12.39 -7.49 0.433
C -24.80 -12.56 -6.90 -1.000
H -19.56 -11.16 -8.55 0.213
H -18.65 -12.58 -7.94 0.354
H -19.07 -11.24 -6.88 0.029
H -20.91 -14.13 -8.35 0.434
H -21.51 -12.61 -9.19 0.056
H -22.68 -14.05 -6.75 0.468
H -23.25 -14.19 -8.43 0.366
H -24.69 -13.26 -6.06 0.197
H -25.42 -13.01 -7.63 0.320
H -25.08 -11.58 -6.55 0.198
C -23.68 -5.40 -9.80 -0.031
O -22.70 -4.76 -10.53 -0.445
C -23.29 -3.91 -11.51 -0.744
C -23.84 -4.56 -12.76 0.284
O -22.72 -4.87 -13.59 -0.379
C -22.96 -5.91 -14.47 -0.406
H -24.31 -4.62 -9.30 0.430
H -23.14 -5.93 -8.99 -0.052
H -24.26 -6.14 -10.36 -0.200
H -22.46 -3.24 -11.83 0.380
H -24.04 -3.29 -10.99 0.400
H -24.57 -3.84 -13.19 0.336
H -24.36 -5.50 -12.53 -0.178
H -23.81 -5.60 -15.15 0.303
H -23.20 -6.84 -13.94 -0.006
H -22.06 -6.09 -15.04 0.255
C -29.76 -10.73 -6.27 -0.411
O -29.26 -10.50 -4.95 -0.452
C -28.51 -9.31 -4.86 0.246
C -27.57 -9.48 -3.72 -0.747
O -26.40 -10.14 -4.15 -0.137
C -25.89 -10.88 -3.07 -0.660
H -30.35 -11.64 -6.15 0.289
H -28.99 -10.92 -7.01 -0.055
H -30.42 -9.91 -6.62 0.305
H -29.08 -8.36 -4.71 0.255
H -27.96 -9.22 -5.81 -0.107
H -28.09 -10.00 -2.85 0.338
H -27.39 -8.43 -3.34 0.304
H -25.09 -11.52 -3.44 -0.045
H -26.59 -11.56 -2.56 0.430
H -25.57 -10.25 -2.22 0.356
C -15.93 -11.34 -0.21 -0.743
O -16.47 -10.51 -1.24 -0.306
C -16.21 -10.92 -2.57 -0.475
C -16.63 -9.83 -3.50 -0.572
O -17.98 -9.82 -3.70 -0.123
C -18.41 -8.75 -4.47 -0.349
H -14.89 -11.60 -0.32 0.316
H -16.44 -12.34 -0.19 0.269
H -16.09 -10.81 0.73 0.248
H -16.81 -11.81 -2.62 0.328
H -15.10 -11.03 -2.63 0.381
H -16.10 -9.95 -4.48 0.332
H -16.32 -8.90 -3.02 0.306
H -17.81 -8.61 -5.38 0.358
H -18.39 -7.80 -3.95 0.371
H -19.45 -8.88 -4.79 -0.284
C -27.95 -5.69 -6.48 -0.635
O -28.51 -5.17 -7.72 -0.175
C -29.84 -4.66 -7.57 -0.506
C -30.11 -3.74 -8.73 -0.722
O -30.14 -4.48 -9.91 -0.209
C -31.44 -4.87 -10.37 -0.800
H -28.69 -6.22 -5.90 0.374
H -27.52 -4.79 -5.94 0.283
H -27.14 -6.35 -6.77 0.022
H -30.01 -4.06 -6.66 0.493
H -30.55 -5.44 -7.57 0.327
H -29.25 -3.03 -8.77 0.264
H -31.08 -3.21 -8.58 0.472
H -32.04 -5.38 -9.57 0.307
H -31.35 -5.42 -11.26 0.292
H -32.07 -3.99 -10.66 0.295
C -21.99 -15.11 -3.16 -0.782
O -22.53 -14.13 -3.98 -0.334
C -21.60 -13.07 -4.19 0.347
C -21.49 -12.10 -3.07 -0.071
O -20.73 -12.57 -1.92 -0.436
C -20.44 -11.39 -1.11 -0.522
H -22.48 -16.06 -3.38 0.277
H -22.01 -14.87 -2.07 0.212
H -20.93 -15.21 -3.39 0.357
H -22.02 -12.58 -5.09 -0.485
H -20.66 -13.48 -4.49 0.474
H -22.45 -11.73 -2.68 0.199
H -20.97 -11.23 -3.40 0.162
H -19.62 -10.81 -1.53 0.098
H -20.19 -11.80 -0.12 0.249
H -21.34 -10.76 -1.08 0.311
```

***

- Look up the lowest unoccupied orbital energy of the first one.
  0.02619 Eh

***

- Which value of lowest unoccupied orbital energy does entry 2 give?
  0.06903 Eh

***

- Which of these has the highest HOMO-LUMO gap?
  C37H91N3O17

***

- Look up the lowest unoccupied orbital energy of the third one.
  0.02080 Eh